24
Properties=species:S:1:pos:R:3 method="wB97M-V/def2-TZVPD" charge=+1 largest_force_ev_per_a=5.3 e_homo_ev=-13.91 multiplicity=1 de_lowest_kcal_mol=17.9 smiles="C/[NH+]=C(/C)N[C@H](C)CO"
H -1.675 2.577 -0.038
N 0.015 0.797 0.517
C -1.989 1.664 -0.449
H -2.983 1.477 -0.090
C 2.266 0.412 1.249
H 1.820 0.903 -1.451
C -1.223 0.492 0.035
H -2.236 -2.544 1.019
H -0.659 -1.978 1.280
O 0.154 -0.481 -1.710
H -1.016 -2.472 -0.314
C -1.397 -1.965 0.596
C 1.151 0.000 0.387
H -1.980 1.679 -1.568
H 2.277 -0.950 -1.316
C 1.479 -0.164 -1.245
H 3.043 -0.329 1.171
H 1.961 0.362 2.235
H 2.623 1.378 0.942
N -1.903 -0.620 0.209
H 0.431 -0.695 -2.553
H -2.847 -0.636 -0.160
H 0.938 -1.021 0.726
H 0.298 1.690 0.245



24
Properties=species:S:1:pos:R:3 method="wB97M-V/def2-TZVPD" largest_force_ev_per_a=3.7 e_homo_ev="-7.36 / -7.06" multiplicity=1 de_lowest_kcal_mol=52.4
H -1.348 -0.089 0.239
P 0.767 0.151 -1.745
C -0.616 -0.839 0.381
N -0.072 2.443 -0.941
H -2.337 -0.236 2.239
H 2.562 -0.855 1.310
C -0.534 -1.365 1.846
H 0.080 -0.761 2.457
N 0.282 1.756 -1.973
H 2.599 -1.392 -0.469
H -0.624 2.212 -3.763
C 0.314 2.277 -3.402
H -1.663 -1.190 3.686
H 0.916 0.745 0.736
C 1.994 -1.231 0.482
H -0.834 -1.709 -0.218
C -1.850 -1.181 2.608
H 0.664 3.304 -3.478
H -0.218 -2.496 1.833
C 0.807 -0.185 0.097
H 1.543 -2.149 0.733
H -0.583 3.333 -1.255
H 0.765 1.434 -3.852
H -2.614 -1.978 2.451



25
Properties=species:S:1:pos:R:3 method="wB97M-V/def2-TZVPD" largest_force_ev_per_a=2.5 e_homo_ev=-7.82 multiplicity=1 de_lowest_kcal_mol=61.2 smiles="C/C(O)=N/N.CC1(N)CC1"
N -0.750 -2.033 -0.355
N 1.613 -0.052 -0.062
O -2.979 -2.472 0.136
H 0.498 1.306 1.939
N -0.853 -2.944 -1.433
H -1.486 -2.607 -2.156
H 1.110 2.928 1.407
H -2.639 -1.161 2.162
H 3.448 2.036 -0.187
H -0.424 2.827 -0.541
H 2.266 3.137 -0.892
H 0.075 -3.028 -1.834
C -1.788 -1.868 0.358
C 1.430 1.340 -0.072
C 2.533 2.091 -0.772
H -0.858 -1.119 2.119
C 0.749 1.954 1.107
H -1.783 0.084 1.210
H 1.877 -0.423 -0.969
H 2.738 1.657 -1.750
C -1.768 -0.959 1.542
C -0.136 1.872 -0.123
H -2.852 -3.144 -0.554
H 0.777 -0.540 0.257
H -0.798 1.119 -0.534



26
Properties=species:S:1:pos:R:3 method="wB97M-V/def2-TZVPD" largest_force_ev_per_a=8.1 e_homo_ev=-8.38 multiplicity=1 de_lowest_kcal_mol=261.3
H 2.519 -2.975 -1.635
C 1.224 -1.069 -0.896
H -0.217 -3.644 0.049
N 1.012 1.008 0.552
H -1.202 2.199 -0.927
H 2.135 0.717 -1.113
H -2.157 2.508 0.444
O -0.512 -2.723 -0.325
C -1.072 2.400 0.341
H -1.479 -0.010 -0.967
H -1.085 3.819 1.625
H -2.456 -1.828 0.442
O -2.065 -1.025 0.788
C 0.093 -1.425 -0.121
N -0.746 3.828 0.579
H -0.711 0.655 1.789
C -1.009 -0.322 -0.109
C -0.467 0.921 0.717
H 1.274 2.104 0.483
H 3.180 -0.758 -0.973
H 0.191 4.145 0.354
H 2.491 -2.731 0.657
C 2.338 -1.871 -0.684
N 1.218 0.330 -0.911
H 0.331 -1.267 1.043
H 0.769 -0.924 -2.005



29
Properties=species:S:1:pos:R:3 method="wB97M-V/def2-TZVPD" largest_force_ev_per_a=4.8 e_homo_ev=-8.33 multiplicity=1 de_lowest_kcal_mol=0.0 smiles="CC(C)N/C(N)=N/CCSS(=O)(=O)O"
N -1.744 -0.177 0.664
H -2.629 2.237 3.841
H 0.673 1.767 1.443
H -2.446 0.283 1.203
C -0.816 1.610 2.917
O 3.652 -1.294 -4.674
H 1.815 -1.144 -1.470
S 0.877 -1.769 -3.692
C -2.164 2.271 2.846
C -0.793 0.315 3.713
H -0.120 2.318 3.411
O 3.492 -2.820 -2.792
H 3.196 -3.122 -5.887
C 1.197 -0.679 -2.248
N 0.128 0.565 -0.466
N -0.245 1.370 1.604
H -1.411 -0.460 3.228
H -0.716 0.339 -2.369
H -1.178 0.407 4.741
C -0.639 0.540 0.599
H 0.253 -0.017 3.750
C -0.151 -0.273 -1.661
H -2.036 -0.493 -0.229
H -2.871 1.782 2.181
H 1.768 0.215 -2.559
S 2.854 -2.350 -4.023
H -1.969 3.279 2.507
O 2.738 -3.530 -5.138
H -0.716 -1.168 -1.440